# 1
Entry from OMol25: 10 unconnected molecules or ions with the total composition C6H32NO9 in a non-equilibrium geometry (the ωB97M-V functional and the def2-TZVPD basis).

The geometry in XYZ format:
```
48
Properties=species:S:1:pos:R:3:forces:R:3
C 1.23750 -0.64514 2.31273 -1.93 -0.19 1.56
C -0.11900 -0.92448 1.71175 -4.28 2.70 -0.62
C -0.25821 -1.78537 0.39087 3.03 0.13 0.75
C -0.08071 -3.30626 0.73048 -2.60 1.95 -0.27
C -1.46395 -3.90561 0.79193 1.30 -2.98 0.44
C -2.57538 -3.32091 0.49021 -3.40 -1.65 0.02
N 1.73981 0.69945 1.98567 0.80 -0.31 -1.36
H 1.25819 -0.66683 3.43651 -0.33 -0.35 -1.11
H 1.84424 -1.42792 1.95891 1.56 -0.52 -0.41
H -0.71489 0.09874 1.48075 2.10 -1.80 0.21
H -0.88157 -1.13582 2.51681 0.98 -0.96 -0.69
H 0.66656 -1.47302 -0.27531 -2.23 -0.41 0.96
H -1.24354 -1.63146 -0.08662 1.29 0.45 0.04
H 0.38476 -3.78546 -0.08927 1.25 -0.74 -0.32
H 0.34646 -3.36260 1.71411 0.86 -0.62 0.17
H -1.56498 -5.03452 0.96415 0.49 1.70 0.22
H -3.53781 -3.90271 0.54160 1.12 0.60 -0.09
H -2.70170 -2.36600 0.10552 -0.25 1.66 -0.27
H 1.13076 1.32452 1.45920 -0.46 -0.47 -0.12
H 2.48321 0.59123 1.26782 0.37 0.61 0.98
H 1.95538 1.18134 2.84609 0.94 0.33 -0.19
H 2.56632 1.82689 -3.82236 -1.71 -1.47 0.39
H 1.70767 0.78663 -4.58344 -0.16 -0.05 0.49
O 1.81888 1.15037 -3.68704 1.91 1.62 -0.71
H 2.75561 3.75088 0.82555 -1.06 -1.35 0.31
H 1.21836 3.74526 0.92544 1.32 -1.52 -0.15
O 2.00447 3.09771 0.95294 -0.03 3.33 -0.16
H 0.31099 -1.88966 -3.68633 -0.38 1.60 0.26
H 0.40592 -0.39793 -2.98640 -0.74 -1.75 -1.64
O -0.02401 -0.95401 -3.72760 1.00 0.21 1.41
H -1.65486 2.98060 0.39429 2.33 -0.51 0.34
H -0.35727 2.44232 0.99387 2.28 -5.95 6.87
O -0.63717 2.96279 0.39451 -5.16 6.58 -7.08
H -2.58382 1.15111 -1.08308 -0.41 0.34 -0.03
H -3.52123 2.32061 -0.69866 -0.17 -0.06 -0.29
O -3.14727 1.50316 -0.36256 0.20 -0.06 0.35
H -2.75308 0.53288 1.50480 -0.73 -1.09 -1.85
H -3.17747 1.60907 2.40902 0.35 -0.11 0.11
O -2.42092 1.03592 2.20831 0.24 1.44 2.15
H 4.84692 1.01745 -0.41255 1.64 5.17 -2.79
H 5.52587 -0.12525 0.36579 -2.72 1.28 -1.25
O 4.63771 0.26682 -0.01299 0.87 -6.41 4.16
H -1.80286 0.67290 -3.50110 -1.84 0.65 1.77
H -3.35101 0.65715 -2.99498 1.29 0.36 -0.01
O -2.45927 1.04083 -2.79701 0.78 -1.28 -2.21
H 1.43845 1.10965 -1.35929 -0.98 -0.09 0.74
H -0.01589 1.55111 -0.85942 1.74 -0.98 0.43
O 0.76381 0.93357 -0.65362 -0.50 0.97 -1.51
```
Positions in Å, forces in eV/Å.

## Properties
- HOMO-LUMO gap: 9.5 eV
- Energy relative to the best compared isomer or geometry (same formula, charge and spin): 3.440 eV
- Electronic energy: -26650.1125 eV
- Charge: +1


# 2
Entry from OMol25: a molecular structure, C40H45AuN3OP2S2 (the ωB97M-V functional and the def2-TZVPD basis).

The geometry in XYZ format:
```
94
Properties=species:S:1:pos:R:3:forces:R:3
Au -0.32868 -1.31960 0.66369 0.03 0.13 -0.15
C 5.45170 -1.23840 -0.75875 0.04 0.01 0.14
S 4.94524 0.34961 -0.06037 -0.54 -0.11 -0.29
C 4.55504 -0.09768 1.65073 -0.02 -0.14 -0.04
C 4.15173 1.14104 2.42446 -0.07 0.12 -0.09
C 3.00955 1.93238 1.74880 0.03 -0.02 -0.02
N 2.12965 1.08651 0.85962 0.37 -0.15 0.12
P 0.77324 0.32243 1.71437 -0.05 -0.09 -0.12
C 1.50750 -0.27894 3.24369 -0.08 0.02 0.04
C 1.60187 0.53804 4.37352 -0.06 -0.03 0.04
C 2.19115 0.05374 5.53089 -0.02 0.03 0.00
C 2.69301 -1.24156 5.56551 0.01 -0.03 -0.01
C 2.58284 -2.06666 4.45187 0.00 -0.01 0.01
C 1.97823 -1.59422 3.29752 -0.05 0.01 0.01
C -0.22982 1.73944 2.16642 0.02 0.00 0.05
C -0.06602 3.01733 1.64347 -0.02 -0.01 -0.02
C -0.93161 4.03195 2.02151 0.03 -0.01 0.03
C -1.96429 3.77002 2.91054 0.00 0.01 -0.03
C -2.13687 2.49170 3.42713 0.00 -0.02 -0.01
C -1.27168 1.47555 3.05857 0.00 0.02 0.01
P 2.77495 0.91860 -0.64848 0.33 0.38 0.30
C 1.94550 -0.16493 -1.76970 0.09 -0.11 0.08
C 2.65698 -1.04436 -2.59192 0.07 -0.04 0.02
C 1.99353 -1.73527 -3.59050 -0.04 0.03 -0.01
C 0.63307 -1.52888 -3.79089 0.03 0.00 -0.01
C -0.06358 -0.62450 -3.00099 -0.07 0.01 0.04
C 0.58128 0.06678 -1.98764 -0.15 0.08 0.09
C 3.14806 2.46276 -1.45099 -0.03 -0.04 -0.09
C 4.23911 3.28084 -1.12261 -0.01 0.06 0.04
C 4.44044 4.46760 -1.80238 0.00 0.00 0.02
C 3.56786 4.84791 -2.81545 -0.03 -0.01 -0.02
C 2.49114 4.03884 -3.15300 0.00 0.01 -0.01
C 2.27858 2.84479 -2.48487 0.04 0.06 0.01
H 5.72283 -1.09072 -1.80082 0.00 0.03 0.01
H 4.68442 -1.99746 -0.62926 0.03 0.01 0.01
H 6.35065 -1.48528 -0.19165 -0.01 -0.08 -0.04
H 5.44588 -0.57984 2.05304 0.06 0.07 0.00
H 3.74759 -0.83014 1.62259 0.05 -0.03 -0.02
H 5.00186 1.81144 2.56518 0.02 -0.03 -0.05
H 3.85341 0.79473 3.41229 0.01 0.06 0.00
H 3.40777 2.74804 1.14337 -0.05 -0.03 0.05
H 2.38122 2.40755 2.49896 -0.05 -0.04 -0.03
H 1.20269 1.54520 4.35738 -0.01 -0.02 0.01
H 2.25197 0.68354 6.40865 0.00 -0.01 -0.01
H 3.15181 -1.61640 6.47127 -0.01 0.00 -0.01
H 2.94470 -3.08502 4.49463 0.00 -0.01 0.00
H 1.84610 -2.25781 2.44695 0.01 0.03 0.01
H 0.70972 3.22524 0.91538 0.01 0.00 0.02
H -0.80526 5.02703 1.61605 0.00 0.00 0.01
H -2.63914 4.56404 3.20160 0.00 -0.01 0.00
H -2.94497 2.28780 4.11679 0.01 0.00 0.00
H -1.41268 0.47871 3.46440 0.01 0.01 0.01
H 3.72213 -1.18414 -2.48575 -0.09 0.01 -0.01
H 2.54099 -2.41766 -4.22623 0.00 0.00 0.01
H 0.12140 -2.05629 -4.58564 0.01 -0.01 0.02
H -1.11650 -0.43835 -3.17267 0.03 0.00 0.00
H 0.01588 0.80728 -1.42392 -0.05 -0.07 0.12
H 4.94608 3.00877 -0.34946 -0.01 0.00 -0.04
H 5.28521 5.09282 -1.54707 0.00 0.00 -0.01
H 3.73813 5.77094 -3.35410 0.00 0.00 0.01
H 1.82528 4.32591 -3.95594 0.01 0.00 0.01
H 1.45460 2.21309 -2.78630 0.02 0.02 0.00
C -3.10106 -4.80405 -0.37293 -0.04 0.00 -0.08
S -1.41276 -4.24212 -0.37325 0.12 -0.11 0.05
O -1.58568 -2.71147 -0.22057 -0.03 0.14 0.06
C -0.84714 -4.85317 1.18726 0.02 0.06 0.01
C -1.47290 -4.48570 2.37560 0.00 0.02 0.03
C -0.99059 -4.99651 3.56769 -0.02 0.01 -0.01
C 0.09738 -5.86635 3.56423 0.01 -0.02 0.01
C 0.71973 -6.21659 2.37524 -0.02 -0.03 -0.01
C 0.25075 -5.70285 1.17221 -0.02 -0.05 -0.02
H -3.59844 -4.51117 0.54882 0.02 0.01 0.00
H -3.08361 -5.88878 -0.48324 0.00 0.02 0.02
H -3.58309 -4.34992 -1.23692 -0.01 -0.02 0.00
H -2.32796 -3.81988 2.37251 0.01 0.00 -0.01
H -1.47938 -4.74058 4.49835 0.02 0.00 0.00
H 0.44846 -6.28894 4.49721 0.00 0.02 -0.02
H 1.55111 -6.90877 2.37892 0.00 0.02 0.00
H 0.70986 -5.98632 0.23248 0.01 0.01 0.02
C -3.45641 5.08035 -1.85485 -0.01 -0.03 -0.01
C -3.13156 3.75552 -1.25238 0.01 0.10 0.02
C -3.92810 2.77502 -0.70882 -0.06 -0.02 0.05
C -3.05130 1.74570 -0.32068 0.02 -0.14 0.06
N -1.79064 2.05964 -0.59230 0.15 0.00 -0.36
N -1.86837 3.28747 -1.16230 -0.07 -0.10 0.01
C -3.39583 0.42994 0.30217 0.01 -0.02 -0.04
H -4.23452 5.57852 -1.28022 0.00 0.00 0.00
H -3.82425 4.96352 -2.87451 0.01 0.00 0.00
H -2.58368 5.73338 -1.88000 0.00 0.00 0.00
H -5.00017 2.79668 -0.60600 0.01 0.00 0.00
H -1.03771 3.75678 -1.47384 0.03 0.03 0.01
H -4.45570 0.38489 0.54421 -0.01 0.01 0.01
H -2.83324 0.27511 1.22684 -0.03 0.01 -0.03
H -3.17609 -0.39891 -0.37621 -0.01 0.03 0.02
```
Positions in Å, forces in eV/Å.

## Properties
- HOMO-LUMO gap: 6.3 eV
- Energy relative to the best compared isomer or geometry (same formula, charge and spin): 1.092 eV
- Electronic energy: -92644.9434 eV
- Charge: +3


# 3
Entry from OMol25: 2 unconnected molecules or ions with the total composition C3H7NO2 in a non-equilibrium geometry (the ωB97M-V functional and the def2-TZVPD basis).

The geometry in XYZ format:
```
13
Properties=species:S:1:pos:R:3:forces:R:3
O 1.79025 0.12128 0.49373 -0.44 -0.18 0.95
C 1.12350 0.98065 -0.38735 0.85 0.66 -0.83
C -0.21303 0.51523 -0.89733 0.21 -0.22 -0.47
O -1.29758 0.83979 -0.04432 -1.68 1.81 -0.50
C -1.67189 0.19553 1.02457 1.98 -1.45 0.32
N -0.74961 -0.80014 1.26462 -3.80 -1.75 3.32
H 1.22301 0.13178 1.27962 0.49 -0.28 0.02
H 1.04647 1.99227 0.03940 -0.17 -0.12 -0.10
H 1.81475 1.04617 -1.23314 -0.26 0.16 -0.17
H -0.48564 1.07843 -1.79304 0.30 -0.13 -0.05
H -0.18847 -0.55351 -1.13418 -0.05 0.07 0.15
H -1.98170 -0.90360 2.02640 3.10 0.45 -2.15
H -0.11906 -1.49667 1.68584 -0.52 0.98 -0.50
```
Positions in Å, forces in eV/Å.

## Properties
- HOMO-LUMO gap: 9.3 eV
- Energy relative to the best compared isomer or geometry (same formula, charge and spin): 6.994 eV
- Electronic energy: -8803.5345 eV


# 4
Entry from OMol25: 2 unconnected molecules or ions with the total composition C3H7NOS in a non-equilibrium geometry (the ωB97M-V functional and the def2-TZVPD basis).

The geometry in XYZ format:
```
13
Properties=species:S:1:pos:R:3:forces:R:3
C -1.57756 0.55772 0.13065 0.38 -1.15 -2.51
C 1.76135 0.41562 0.58653 0.67 -1.74 -1.24
C 2.08052 1.45788 -0.13515 -2.00 2.26 2.71
N -2.48370 -1.82480 -0.28522 0.85 -0.92 -1.65
O -2.80624 0.90993 -0.69128 0.17 -1.86 1.45
S -2.94006 -0.43018 0.40468 -0.33 1.53 -0.97
H -1.44017 1.29933 0.82239 0.10 1.94 2.18
H 2.06660 -0.63269 0.37521 -0.18 0.92 0.30
H 1.02016 0.63556 1.27467 -1.13 -0.45 1.76
H 2.72530 1.41784 -0.93595 1.30 0.45 -1.69
H 1.56154 2.41035 0.32285 1.48 -1.42 -1.82
H -3.19361 -2.19506 -0.92323 0.18 -0.08 0.49
H -1.53322 -1.83801 -0.76004 -1.48 0.53 1.00
```
Positions in Å, forces in eV/Å.

## Properties
- HOMO-LUMO gap: 8.3 eV
- Energy relative to the best compared isomer or geometry (same formula, charge and spin): 6.538 eV
- Electronic energy: -17591.3916 eV